Entry 1:
ORCA calculation (ωB97M-V/def2-TZVPD) on a single C4H6N2O molecule.

Structure (XYZ):
```
13
Properties=species:S:1:pos:R:3:mulliken_charge:R:1
C 1.63268 0.55738 -1.58366 -0.68
O 0.51072 1.21066 -0.96171 -0.36
C -0.01188 0.51420 0.06969 0.87
N 0.79988 -0.04723 0.94732 -0.48
N -0.42512 -1.02479 1.75842 -0.23
C -1.57692 -0.63465 1.20933 -0.31
C -1.40352 0.28422 0.21085 -0.66
H 1.67869 1.00528 -2.57877 0.23
H 2.55314 0.73555 -1.02735 0.28
H 1.47663 -0.52966 -1.61659 0.33
H -0.53162 -1.80080 2.45499 0.24
H -2.55309 -1.02416 1.50913 0.40
H -2.14957 0.75400 -0.39166 0.37
```

HOMO-LUMO gap ... 0.3470 hartree
Relative energy (zero: lowest compared OMol25 entry of this formula, charge and spin) ... 81.6 kcal/mol
2S+1 ... 1
Max |F| ... 0.0786 Eh/bohr
E_LUMO ... 0.81 eV

Entry 2:
ORCA calculation (ωB97M-V/def2-TZVPD) on a molecular structure, C17H45As3BCaF4NO7P2S.

Structure (XYZ):
```
82
Properties=species:S:1:pos:R:3:mulliken_charge:R:1
Ca -0.55826 0.30078 0.59949 2.07
C 4.14612 -1.39951 -1.08125 -1.41
As 3.85981 0.07801 0.16906 0.93
C 5.67442 -0.02604 0.98388 -1.40
C 4.26254 1.43522 -1.23127 -2.11
C 3.90814 2.90013 -0.93733 2.68
C 4.77357 3.77773 -1.85453 -2.30
C 2.44829 3.26572 -1.26419 -2.36
As 0.80615 2.43524 -0.44704 0.78
C 0.65556 3.68937 1.04986 -1.00
C -0.34646 3.44318 -1.67493 -1.30
C 4.23416 3.21640 0.53013 -0.26
As 4.07388 5.10096 1.10902 0.30
C 5.95552 5.64849 0.88093 -1.20
C 4.25413 4.67248 3.02184 -1.10
H 4.20001 -2.34942 -0.55525 0.41
H 5.06767 -1.24656 -1.64382 0.42
H 3.29970 -1.44239 -1.76578 0.36
H 6.45802 0.08846 0.23506 0.42
H 5.76452 -1.01362 1.43898 0.46
H 5.80203 0.72851 1.76066 0.30
H 3.74260 1.10694 -2.13667 0.40
H 5.33531 1.36878 -1.43139 0.61
H 4.62707 3.50774 -2.90210 0.45
H 5.83238 3.65651 -1.61388 0.49
H 4.50669 4.83156 -1.73602 0.45
H 2.29272 3.14486 -2.34030 0.67
H 2.32597 4.32919 -1.04340 0.73
H 0.85256 4.70424 0.70765 0.60
H 1.35171 3.43678 1.84973 -0.11
H -0.36038 3.62294 1.43883 0.40
H 0.08208 4.42338 -1.88201 0.41
H -1.32240 3.55634 -1.21058 0.36
H -0.47171 2.89664 -2.60927 0.38
H 5.25387 2.88166 0.74913 1.04
H 3.55422 2.63964 1.16574 -1.29
H 6.16435 5.92717 -0.15064 0.34
H 6.63240 4.84540 1.17676 0.32
H 6.14814 6.51734 1.51069 0.43
H 3.33089 4.23339 3.40079 0.23
H 4.46243 5.57724 3.59188 0.43
H 5.07057 3.96388 3.17166 0.33
N -4.79039 0.14538 2.39901 -0.20
C -4.08364 0.20914 1.06628 0.70
C -5.04824 0.22575 -0.09733 -1.84
P -3.11878 1.81232 1.24500 0.63
O -2.48502 1.64138 2.72575 -0.58
O -4.15641 2.86156 1.33101 -0.87
O -1.97716 1.82747 0.26729 -0.64
P -2.82255 -1.12180 1.03965 0.85
O -3.77635 -2.42489 0.94792 -0.64
O -2.21750 -1.02020 2.40912 -0.77
O -1.99626 -0.96889 -0.18387 -0.91
H -5.07870 1.10253 2.64381 0.39
H -4.05532 -0.17976 3.05305 0.27
H -5.58202 -0.49320 2.40339 0.39
H -5.58533 1.17401 -0.14643 0.44
H -5.75475 -0.60452 -0.02782 0.43
H -4.48278 0.10301 -1.02055 0.39
H -1.56836 1.29498 2.61737 0.34
H -3.21806 -3.21428 0.81796 0.43
C -0.50707 -1.65902 5.55702 -1.22
C -0.42607 -0.34477 4.79305 -0.66
S 0.29142 -0.61290 3.14299 1.28
O 0.12145 0.74893 2.47659 -0.68
C 2.05071 -0.59535 3.65481 -0.53
C 2.59296 0.80068 3.90720 -1.08
H -1.09580 -1.53098 6.46468 0.42
H 0.47911 -2.02369 5.84372 0.33
H -0.99269 -2.41725 4.94101 0.30
H 0.15773 0.41633 5.30828 0.49
H -1.42170 0.04532 4.59005 0.25
H 2.57191 -1.06702 2.82453 0.05
H 2.12155 -1.23912 4.53171 0.54
H 2.39084 1.42894 3.04031 0.07
H 3.67108 0.75051 4.05904 0.43
H 2.14637 1.26925 4.78479 0.33
F 0.71944 -3.64466 -0.46478 -0.28
B 0.59333 -2.76901 0.58597 0.53
F 0.54635 -1.39211 0.06544 -0.94
F 1.70787 -2.79833 1.44333 -0.40
F -0.57625 -3.02379 1.30714 -0.38
```

HOMO-LUMO gap ... 0.3173 hartree
Relative energy (zero: lowest compared OMol25 entry of this formula, charge and spin) ... 58.0 kcal/mol
2S+1 ... 1
Max |F| ... 0.0550 Eh/bohr
E_LUMO ... 0.09 eV

Entry 3:
ORCA calculation (ωB97M-V/def2-TZVPD) on 11 unconnected molecules or ions with the total composition C25H56BCl20O5P2.

Structure (XYZ):
```
109
Properties=species:S:1:pos:R:3:mulliken_charge:R:1
C 0.51601 3.87648 4.55543 -0.23
C -0.65939 3.36834 3.74323 -0.29
O -0.16259 2.84796 2.53449 -0.51
B -1.17672 2.65879 1.47816 0.62
C -0.47426 2.35948 0.04090 -0.56
C -1.42625 1.87580 -1.06448 -0.76
C -1.54680 0.36659 -1.25781 -0.19
C -0.39210 -0.17372 -2.10212 0.28
C -0.32590 -1.69903 -2.16339 -0.94
C 0.55711 -2.38117 -1.11468 -0.91
C 2.00817 -1.89271 -1.14783 1.04
C 2.87058 -2.70598 -2.13443 -1.25
C 3.84393 -1.88353 -2.97400 -0.63
C 4.84477 -1.04736 -2.17040 -0.89
C 4.61158 0.46045 -2.15697 -0.22
C 4.67117 1.12232 -3.53738 0.33
O 3.71890 2.16036 -3.68936 -0.42
C 2.40365 1.71390 -3.93854 -0.30
P -2.40811 1.14772 2.01971 -0.55
P -0.99084 -0.24943 2.84208 0.50
O -0.45029 -0.07544 4.20759 -0.68
O -1.70311 -1.70809 2.72872 -0.14
O 0.17439 -0.32893 1.73739 0.38
H 0.98673 4.75087 4.11505 0.10
H 0.19041 4.09236 5.57396 0.33
H 1.18638 3.02834 4.60412 -0.45
H -1.15717 2.59754 4.34013 0.21
H -1.36696 4.17904 3.52922 0.24
H -1.89328 3.65125 1.39330 -0.45
H 0.41165 1.72419 0.12541 -0.15
H -0.09738 3.33633 -0.27322 0.37
H -2.40299 2.33471 -0.89984 0.33
H -1.07318 2.25669 -2.03067 0.33
H -1.60660 -0.17116 -0.31211 -0.01
H -2.47070 0.15867 -1.80610 0.27
H -0.53785 0.20529 -3.11836 0.21
H 0.53768 0.27312 -1.75249 -0.19
H -1.34736 -2.06563 -2.01989 0.47
H -0.02954 -2.05500 -3.15349 0.39
H 0.57466 -3.45094 -1.34309 0.51
H 0.12996 -2.29486 -0.11669 0.08
H 2.44668 -1.95519 -0.15022 0.37
H 2.05759 -0.84072 -1.41834 -0.78
H 2.20880 -3.25970 -2.80217 0.53
H 3.44334 -3.44796 -1.57350 0.30
H 3.26017 -1.25765 -3.65195 0.33
H 4.40396 -2.57744 -3.60298 0.31
H 5.84058 -1.20379 -2.59308 0.40
H 4.89825 -1.40883 -1.14260 0.45
H 3.67382 0.74689 -1.68157 0.12
H 5.39979 0.90373 -1.54830 0.31
H 4.58206 0.39309 -4.34779 0.37
H 5.62523 1.63214 -3.64612 -0.60
H 2.21264 0.73585 -3.49462 -0.01
H 1.70810 2.42361 -3.49537 0.21
H 2.20829 1.66639 -5.01328 0.31
H -3.04696 1.48107 3.22733 0.07
H -2.46369 -1.62731 2.14362 0.23
H 0.85789 -0.94260 2.02853 -0.13
C 1.15431 7.87471 5.32561 -0.29
Cl 0.15936 6.98364 6.48230 -0.14
Cl 0.55005 7.73811 3.67152 -0.13
H 1.14738 8.92083 5.60506 0.32
H 2.15825 7.46975 5.35957 0.25
C 2.01387 0.74193 4.00967 0.38
Cl 2.55406 -0.56491 2.94175 -0.23
Cl 3.37514 1.62406 4.73094 -0.24
H 1.40978 1.43848 3.43185 -0.29
H 1.42855 0.30417 4.80815 0.39
C 7.84803 3.34769 -3.73592 -0.21
Cl 8.04463 2.79287 -2.07106 -0.15
Cl 8.36643 2.12838 -4.91075 -0.17
H 6.79794 3.55727 -3.90388 0.20
H 8.45018 4.23603 -3.87791 0.32
C -2.62969 -4.96659 3.49223 0.85
Cl -2.62857 -5.68424 5.11056 -0.19
Cl -1.86837 -6.03089 2.29718 -0.18
H -3.65699 -4.80916 3.19160 -0.21
H -2.08923 -4.02655 3.52504 -0.27
C -6.73765 -5.28279 1.73070 -0.25
Cl -5.13528 -5.62366 1.05851 -0.08
Cl -6.77363 -3.73689 2.58361 -0.16
H -7.45264 -5.25225 0.91809 0.35
H -6.98860 -6.06862 2.43147 0.14
C -7.63424 -9.17727 1.48283 -0.29
Cl -8.94194 -8.30378 2.29630 -0.16
Cl -7.22491 -8.47096 -0.08280 -0.12
H -6.75435 -9.14174 2.11383 0.26
H -7.95609 -10.19865 1.32454 0.32
C -3.45114 -6.59972 -2.32327 0.07
Cl -3.97883 -7.98109 -3.29959 -0.18
Cl -2.95300 -5.22846 -3.31475 -0.14
H -4.27872 -6.29123 -1.69643 -0.02
H -2.60850 -6.91077 -1.71836 0.26
C -1.84165 6.40382 -2.03043 -0.41
Cl -1.80208 5.60642 -0.46183 -0.06
Cl -1.07892 5.42166 -3.29907 -0.18
H -2.87248 6.57231 -2.31746 0.29
H -1.30288 7.34182 -1.96728 0.33
C -1.94206 7.30383 -6.22550 -0.15
Cl -3.45889 7.18488 -5.33156 -0.15
Cl -1.90037 8.71317 -7.29786 -0.18
H -1.13332 7.38658 -5.51081 0.19
H -1.83194 6.41159 -6.82846 0.28
C 1.57329 -4.06077 4.31943 0.14
Cl 1.45848 -4.72890 5.95397 -0.18
Cl 0.95930 -5.18350 3.09845 -0.11
H 0.98875 -3.15013 4.27606 -0.17
H 2.61427 -3.85567 4.10499 0.32
```

HOMO-LUMO gap ... 0.2402 hartree
Net charge ... -1
2S+1 ... 1
Max |F| ... 0.0334 Eh/bohr
E_LUMO ... 1.67 eV

Entry 4:
ORCA calculation (ωB97M-V/def2-TZVPD) on 2 unconnected molecules or ions with the total composition C5H12Cl2Si.

Structure (XYZ):
```
20
Properties=species:S:1:pos:R:3:mulliken_charge:R:1
C 1.59186 -1.71333 -0.53081 -1.20
C -1.22451 -1.91032 1.64010 -1.07
C 0.81409 1.20666 -2.19206 -1.27
C -0.61502 1.95731 0.56523 -1.20
C 1.10800 -0.54538 0.32055 0.26
Si -0.10884 0.60495 -0.55766 0.71
Cl 1.73971 -0.12412 1.77279 -0.16
Cl -1.90353 -0.12432 -1.30570 -0.33
H 1.88784 -2.55356 0.09676 0.40
H 2.40050 -1.39012 -1.21106 0.28
H 0.70750 -2.17237 -0.86937 0.35
H -1.52217 -1.56644 2.58663 0.37
H -0.63584 -2.80925 1.75548 0.34
H -2.04391 -2.17941 0.99722 0.35
H 0.27187 0.74289 -2.96338 0.34
H 0.66971 2.24815 -2.23525 0.38
H 1.75988 0.84910 -2.10330 0.36
H 0.30401 2.59985 0.93784 0.29
H -1.19386 2.70909 0.13432 0.41
H -1.30099 1.85749 1.38629 0.38
```

HOMO-LUMO gap (spin up / spin down) ... 0.3413 / 0.2845 hartree
Relative energy (zero: lowest compared OMol25 entry of this formula, charge and spin) ... 145.0 kcal/mol
2S+1 ... 1
Max |F| ... 0.0822 Eh/bohr
E_LUMO (spin up / spin down) ... -0.07 / -0.15 eV

Entry 5:
ORCA calculation (ωB97M-V/def2-TZVPD) on a single C3H9N5 molecule.

Structure (XYZ):
```
17
Properties=species:S:1:pos:R:3:mulliken_charge:R:1
C -1.62308 -1.43563 0.14782 -0.90
C 0.26267 0.28249 -0.06841 0.67
C 3.10658 0.26552 0.28214 -0.32
H -1.70106 -2.29844 -0.67887 0.26
H -1.29074 -1.77213 1.13132 0.38
H -2.75895 -1.03610 0.46983 0.30
H -2.05236 1.53528 -0.85554 0.28
H -1.94187 1.61927 0.66175 0.28
H -0.33380 2.04878 -0.27300 0.24
H 0.62354 -1.52441 -0.90995 0.31
H 4.22066 0.27734 0.26705 0.27
H 2.59248 1.24887 0.51196 0.25
N -1.03586 -0.07906 -0.06892 0.38
N -2.10004 0.89345 -0.02143 -1.03
N 0.57339 1.53403 -0.16027 -0.75
N 1.08421 -0.82790 -0.21944 0.38
N 2.37424 -0.73135 -0.21601 -0.98
```

HOMO-LUMO gap ... 0.3475 hartree
Relative energy (zero: lowest compared OMol25 entry of this formula, charge and spin) ... 115.9 kcal/mol
2S+1 ... 1
Max |F| ... 0.1155 Eh/bohr
E_LUMO ... 0.66 eV

Entry 6:
ORCA calculation (ωB97M-V/def2-TZVPD) on a molecular structure, C20H21N4O5RuS2Te.

Structure (XYZ):
```
54
Properties=species:S:1:pos:R:3:mulliken_charge:R:1
Ru 0.05319 0.34687 -0.23863 0.08
O -2.02909 -1.45984 3.08758 -0.76
C -1.22404 -0.72720 2.53615 -0.34
O -1.16625 -0.57371 1.25307 -0.19
C -0.18317 0.01675 3.36669 0.17
C 1.20098 -0.57678 3.03930 -0.29
C 2.23423 -0.17932 4.09114 -1.05
C 2.45206 1.31499 3.75389 -0.96
C 1.51718 1.50092 2.55879 -0.20
O 1.59135 0.21347 1.90432 -0.04
C 0.04915 1.52659 3.01966 0.03
C -0.89444 2.12824 1.97428 -0.13
O -1.88141 2.74480 2.33504 -0.73
O -0.57165 2.04534 0.70959 -0.42
H -0.43980 -0.12587 4.41386 0.50
H 1.18237 -1.62890 2.76153 0.69
H 1.86840 -0.34929 5.10300 0.38
H 3.15208 -0.75030 3.95653 0.34
H 2.19260 1.98318 4.57436 0.38
H 3.48422 1.50880 3.46624 0.33
H 1.78759 2.27750 1.84836 0.67
H -0.08318 2.13812 3.91075 0.62
C -3.79816 -1.10300 -1.77012 -1.96
C -2.38398 -0.91277 -1.34237 0.89
N -1.81208 0.21680 -1.21059 1.00
N -2.38464 1.41924 -1.49554 -0.53
C -1.48616 2.41357 -1.70032 0.32
N -1.96269 3.65331 -1.84101 -0.40
S 0.15670 2.03359 -1.91598 -0.32
C -1.47474 -2.03157 -1.03000 0.70
C -1.95491 -3.31495 -0.83320 -0.81
C -1.08573 -4.30094 -0.40393 -0.62
C 0.24225 -3.97128 -0.21084 -0.97
C 0.65636 -2.67197 -0.45105 -0.05
N -0.17164 -1.70616 -0.85555 0.32
H -4.10577 -0.29609 -2.43627 0.49
H -4.45824 -1.11015 -0.89951 0.36
H -3.92473 -2.04354 -2.30053 0.52
H -3.36352 1.58511 -1.31270 0.29
H -2.86597 3.88646 -1.46014 0.23
H -1.27698 4.38991 -1.82958 0.26
H -3.00466 -3.52796 -0.97031 0.36
H -1.44655 -5.30151 -0.20856 0.42
H 0.96136 -4.70116 0.13249 0.45
H 1.68881 -2.37404 -0.32909 0.33
Te 2.64808 0.17564 -0.78177 -0.06
C 2.67081 0.39518 -2.87214 0.01
C 2.90759 1.51639 -3.61939 -0.35
C 2.89264 1.27305 -5.01951 -0.43
C 2.65180 -0.03401 -5.31917 -0.58
S 2.44703 -0.96224 -3.89882 -0.17
H 3.09003 2.48492 -3.17635 0.47
H 3.05921 2.03420 -5.76838 0.36
H 2.59613 -0.48839 -6.29531 0.39
```

HOMO-LUMO gap (spin up / spin down) ... 0.2344 / 0.2368 hartree
Relative energy (zero: lowest compared OMol25 entry of this formula, charge and spin) ... 0.0 kcal/mol
Expectation value of S² ... 0.758
2S+1 ... 2
Max |F| ... 0.0299 Eh/bohr
E_LUMO (spin up / spin down) ... -0.71 / -0.70 eV

no.,E_tot (Ha)
1,-340.664898
2,-10146.856462
3,-11273.897768
4,-1407.485409
5,-393.328787
6,-2529.242467